No. 1
ORCA calculation (wB97M-V/def2-TZVPD) on a single C3H9NS molecule in a non-equilibrium geometry.

## Properties
- maximum force (eV/A) = 2.96
- LUMO level (eV) = 1.003
- M (g/mol) = 91.18
- HOMO energy (eV) = -8.52

CARTESIAN COORDINATES (ANGSTROEM)
C  -1.1331  1.0823  1.3104
N  -1.3839  0.9599  -0.1521
C  -0.7244  -0.1506  -0.7802
S  1.0496  0.1197  -1.3547
C  2.0093  -1.2136  -0.4317
H  -1.3340  0.1005  1.7964
H  -1.8716  1.7838  1.7233
H  -0.0653  1.2972  1.3113
H  -1.1208  1.8316  -0.5890
H  -0.4899  -0.9392  -0.0714
H  -1.2505  -0.5980  -1.6344
H  2.9542  -1.2043  -0.9691
H  1.7495  -0.8662  0.5578
H  1.6109  -2.2032  -0.7167

No. 2
ORCA calculation (wB97M-V/def2-TZVPD) on C10H10N2 as an isolated structure in a non-equilibrium geometry.

## Properties
- maximum force (eV/A) = 8.93
- LUMO level (eV) = -0.630
- M (g/mol) = 158.20
- HOMO energy (eV) = -6.31

CARTESIAN COORDINATES (ANGSTROEM)
C  0.5740  -0.0490  -0.9020
C  0.2757  -0.7288  -2.0786
C  -0.0684  -2.1350  -1.8405
C  -0.1634  -2.6763  -0.5286
C  0.3976  -1.8386  0.5519
C  -0.2586  2.4494  -0.0887
C  -0.5914  1.2081  -0.6015
C  -0.6681  0.0872  0.3385
C  -0.3552  0.2907  1.6675
C  0.0729  1.5842  2.0785
H  0.8037  0.9856  -1.1454
H  0.1760  -0.0728  -2.8853
H  -0.4148  -2.6589  -2.6751
H  -0.5111  -3.7103  -0.4777
H  0.7315  -2.3898  1.5596
H  -0.2057  3.4007  -0.5545
H  -0.6410  0.7734  -1.6706
H  -0.9378  -0.8910  -0.2230
H  -0.3774  -0.5529  2.4108
H  0.4045  1.7928  3.1102
N  0.7647  -0.6021  0.3409
N  0.0470  2.6266  1.2265

No. 3
ORCA calculation (wB97M-V/def2-TZVPD) on a 4-piece molecular cluster, C4H15NO6 overall in a non-equilibrium geometry.

## Properties
- maximum force (eV/A) = 2.55
- LUMO level (eV) = 0.463
- M (g/mol) = 173.16
- HOMO energy (eV) = -9.66

CARTESIAN COORDINATES (ANGSTROEM)
C  2.2486  0.8894  0.5443
C  0.9701  0.5913  -0.2526
C  0.7049  1.7229  -1.2906
O  -0.5514  2.2974  -1.0106
N  1.1307  -0.6899  -0.9479
C  0.5864  -1.8244  -0.4170
O  -0.0607  -1.9345  0.5965
O  0.9453  -2.9405  -1.1551
H  2.1502  1.8240  1.0557
H  2.4589  0.0981  1.2472
H  3.1224  0.9948  -0.1399
H  0.0483  0.5813  0.4128
H  0.6939  1.3165  -2.3523
H  1.3669  2.5658  -1.1774
H  -1.2844  1.6332  -1.1104
H  1.7467  -0.7690  -1.7766
H  0.5422  -3.7318  -0.8148
O  -2.7415  -0.7865  1.1320
H  -2.1961  -0.4486  1.8590
H  -2.3493  -1.6307  0.8888
O  -0.6419  -0.4645  2.7661
H  -0.1254  0.3535  2.7969
H  -0.2794  -1.0228  2.0185
O  -2.5086  0.4843  -1.2128
H  -3.3850  0.8595  -1.3238
H  -2.5917  0.0311  -0.3360

No. 4
ORCA calculation (wB97M-V/def2-TZVPD) on a single C3H4OS molecule in a non-equilibrium geometry.

## Properties
- maximum force (eV/A) = 2.20
- LUMO level (eV) = 0.617
- M (g/mol) = 88.13
- HOMO energy (eV) = -9.70

CARTESIAN COORDINATES (ANGSTROEM)
C  -0.2004  1.1374  0.2155
C  -0.3810  -0.3024  -0.2316
S  -0.5659  -1.7632  0.9583
C  0.6853  -1.2901  -0.1114
O  1.7664  -1.6607  -0.4745
H  0.4719  1.5853  -0.5778
H  0.3585  1.1515  1.1196
H  -1.1492  1.7311  0.2476
H  -0.9855  -0.5890  -1.1459

No. 5
ORCA calculation (wB97M-V/def2-TZVPD) on a single C22H18ClFN4OS molecule in a non-equilibrium geometry.

## Properties
- maximum force (eV/A) = 5.05
- LUMO level (eV) = -0.009
- M (g/mol) = 440.93
- HOMO energy (eV) = -8.23

CARTESIAN COORDINATES (ANGSTROEM)
C  4.5650  -0.4666  2.4232
C  3.4657  -1.4059  2.8978
C  3.9887  -2.8015  2.9728
O  3.1750  -1.1391  4.2909
C  2.0473  -1.1960  2.2324
C  1.6279  -2.0998  1.2945
N  0.5361  -1.8258  0.5915
C  -0.0904  -0.6633  0.7958
C  -1.2573  -0.3168  -0.0933
N  -2.1909  0.4959  0.3657
N  -3.2201  0.4199  -0.4890
C  -4.4001  1.1577  -0.3943
C  -5.5580  0.9086  -1.1534
C  -6.7179  1.7189  -1.0899
C  -6.6652  2.9201  -0.5040
F  -7.7732  3.6083  -0.5348
C  -5.4838  3.3655  0.1905
C  -4.4167  2.5139  0.2168
C  -2.8468  -0.3689  -1.6081
C  -1.5669  -0.7716  -1.4023
S  -0.6182  -1.7428  -2.5776
C  0.8758  -0.7781  -2.6360
C  1.9470  -1.2702  -3.3085
C  3.1178  -0.5990  -3.3495
C  3.2182  0.6847  -2.8814
Cl  4.7740  1.6300  -3.0805
C  2.1472  1.2151  -2.1935
C  0.9160  0.5642  -2.1057
C  0.5191  0.3348  1.5975
N  1.5078  0.0317  2.4479
H  5.6269  -0.9398  2.5744
H  4.5862  0.5045  3.0118
H  4.5083  -0.1126  1.4148
H  4.9733  -2.7266  3.4084
H  3.3136  -3.4738  3.5376
H  4.0915  -3.3249  2.0189
H  2.7066  -0.2257  4.4064
H  2.0164  -3.1234  1.0449
H  -5.5334  0.0022  -1.6634
H  -7.5352  1.3405  -1.6421
H  -5.5840  4.2775  0.7799
H  -3.4370  2.7848  0.7331
H  -3.4121  -0.7361  -2.4995
H  1.9208  -2.1597  -3.8795
H  3.9751  -0.8981  -4.0142
H  2.0538  2.2954  -1.8510
H  0.0104  1.0941  -1.8632
H  0.0957  1.2979  1.5674

No. 6
ORCA calculation (wB97M-V/def2-TZVPD) on a single C4H9ClN2 molecule in a non-equilibrium geometry.

## Properties
- maximum force (eV/A) = 7.69
- LUMO level (eV) = 0.877
- M (g/mol) = 120.58
- HOMO energy (eV) = -7.50

CARTESIAN COORDINATES (ANGSTROEM)
C  -2.3472  1.6398  0.1126
C  -1.5330  0.4188  0.0139
Cl  -2.3727  -1.0841  -0.1580
N  -0.0747  0.5773  -0.0764
N  0.9086  -0.4043  -0.1206
C  0.8027  -1.9051  -0.0827
C  2.2427  0.1253  0.0088
H  -3.2362  1.5525  -0.6196
H  -2.6421  2.0676  1.1334
H  -1.7655  2.5737  -0.2547
H  0.0057  -2.2110  -0.8048
H  1.9147  -2.2264  -0.2379
H  0.3269  -2.1533  0.9104
H  2.8283  -0.3730  0.8626
H  2.8870  0.2854  -0.9437
H  2.0549  1.1167  0.2566

No. 7
ORCA calculation (wB97M-V/def2-TZVPD) on a 2-piece molecular cluster, C5H9N4O overall in a non-equilibrium geometry.

## Properties
- maximum force (eV/A) = 3.76
- LUMO level (spin up / spin down) (eV) = -8.569 / -8.516
- M (g/mol) = 141.15
- HOMO energy (spin up / spin down) (eV) = -14.80 / -14.94
- net charge = +1

CARTESIAN COORDINATES (ANGSTROEM)
C  2.2346  -0.0454  -1.2581
C  -1.2042  1.0059  -0.1857
C  1.3112  -1.1183  0.3301
C  -2.5869  1.5866  -0.3335
C  0.8639  -1.4980  1.6551
N  2.0993  -1.3611  -1.6222
N  1.5556  -1.9916  -0.6993
N  1.7492  0.1319  -0.0556
N  -0.9406  -0.1665  -0.5913
O  -0.3348  1.7828  0.3654
H  2.6747  0.6982  -1.8893
H  -2.8496  2.0648  0.6088
H  -2.5513  2.3480  -1.1126
H  -3.3231  0.8323  -0.5933
H  0.6185  -0.6259  2.2577
H  1.6666  -2.0467  2.1618
H  0.0314  -2.1990  1.6004
H  0.5857  1.3913  0.3865
H  -1.6004  -0.7893  -1.0250

No. 8
ORCA calculation (wB97M-V/def2-TZVPD) on a 5-piece molecular cluster, C35H26N2O17 overall in a non-equilibrium geometry.

## Properties
- maximum force (eV/A) = 12.62
- LUMO level (eV) = -1.855
- M (g/mol) = 746.59
- HOMO energy (eV) = -8.30

CARTESIAN COORDINATES (ANGSTROEM)
N  0.4105  -0.7327  2.0094
C  0.6646  0.5571  2.0943
C  0.5260  2.1579  2.5582
C  -0.0895  3.1173  1.3759
C  -0.1574  2.2116  -0.0225
N  -0.5930  1.3584  -0.9254
C  -1.5064  3.8532  1.7497
O  -2.3877  3.0912  2.6481
C  -2.8208  1.8137  2.0579
C  -2.6048  0.4643  3.0221
C  -3.0200  -1.0099  2.4113
C  -3.6454  -1.0533  0.8913
C  -3.9127  0.2570  -0.0681
C  -3.4797  1.7242  0.5328
H  0.0104  2.2816  3.6091
H  1.6538  2.5159  2.7161
H  0.6999  3.9725  1.1575
H  -1.2712  4.8836  2.3049
H  -2.1172  4.1728  0.7779
H  -2.1222  0.6121  4.0967
H  -2.8247  -1.9563  3.0973
H  -3.9516  -2.1035  0.4508
H  -4.3745  0.2315  -1.1528
H  -3.6143  2.7614  -0.0404
O  0.5146  -2.0340  9.4327
C  0.5157  -1.4906  8.3338
C  0.5029  -2.2577  7.0784
C  0.5214  -1.6353  5.8982
O  0.5067  -2.3501  4.7145
C  0.5589  -0.1498  5.8079
O  0.5940  0.3933  4.7088
C  0.5474  0.6180  7.0626
C  0.5253  -0.0042  8.2429
O  0.5117  0.7108  9.4264
H  0.4778  -3.3369  7.1587
H  0.5266  -1.6747  4.0018
H  0.5568  1.6977  6.9819
H  0.4980  0.0354  10.1390
O  -0.5777  -1.9112  -2.9032
C  0.1970  -1.7681  -3.8426
C  0.0808  -2.5514  -5.0826
C  0.9510  -2.3829  -6.0801
O  0.8460  -3.1138  -7.2492
C  2.0677  -1.4041  -5.9751
O  2.8626  -1.2848  -6.9013
C  2.1698  -0.6036  -4.7452
C  1.2977  -0.7694  -3.7490
O  1.3858  -0.0187  -2.5910
H  -0.7343  -3.2610  -5.1446
H  1.5909  -2.8118  -7.8135
H  2.9760  0.1171  -4.6896
H  0.6445  -0.3251  -2.0245
O  -2.7156  2.5972  -2.1694
C  -3.0265  2.6587  -3.3537
C  -3.8621  3.7441  -3.8907
C  -4.1963  3.7726  -5.1823
O  -4.9790  4.7911  -5.6942
C  -3.7416  2.7115  -6.1223
O  -4.0803  2.7548  -7.3003
C  -2.8862  1.6393  -5.5907
C  -2.5490  1.6126  -4.2998
O  -1.7432  0.6094  -3.7934
H  -4.1874  4.5076  -3.1959
H  -5.0818  4.5863  -6.6492
H  -2.5481  0.8841  -6.2890
H  -1.6454  0.8110  -2.8374
O  3.9266  -5.0007  1.2433
C  4.2316  -3.9782  0.6395
C  3.3817  -2.7774  0.6493
C  3.7348  -1.6860  -0.0325
O  2.9420  -0.5530  -0.0255
C  4.9932  -1.6438  -0.8267
O  5.2819  -0.6327  -1.4580
C  5.8552  -2.8358  -0.8171
C  5.5039  -3.9261  -0.1326
O  6.3103  -5.0493  -0.1168
H  2.4686  -2.8226  1.2289
H  3.4112  0.0971  -0.5927
H  6.7760  -2.7850  -1.3845
H  5.8381  -5.7015  0.4454

The highest maximum force belongs to which entry? C35H26N2O17

M of number 5 (C22H18ClFN4OS)? 440.93 g/mol

What is the M in the seventh record? 141.15 g/mol

The lowest M belongs to which entry? C3H4OS